1.
Formula: C14H33N2O4PS
Source: the Open Molecules 2025 dataset
Level of theory: ωB97M-V/def2-TZVPD

Element x y z (Å)
1 C -2.535 1.345 1.107
2 C -3.243 0.636 -0.043
3 S -4.636 -0.427 0.443
4 C -4.023 -2.121 0.709
5 P -2.160 -2.414 0.520
6 C -0.289 -2.711 0.338
7 C 0.391 -1.669 -0.553
8 C 0.792 -0.397 0.203
9 O 2.208 -0.249 0.148
10 C 2.736 0.622 1.040
11 C 4.044 1.201 0.597
12 O 2.220 0.874 2.127
13 H -2.066 2.241 0.706
14 H -1.774 0.739 1.580
15 H -3.242 1.663 1.865
16 H -2.530 0.146 -0.696
17 H -3.698 1.408 -0.650
18 H -4.275 -2.395 1.731
19 H -4.576 -2.797 0.060
20 H -1.911 -1.386 1.470
21 H -2.326 -3.734 1.033
22 H -2.259 -2.233 -0.891
23 H -0.097 -3.716 -0.033
24 H 0.141 -2.637 1.336
25 H 1.316 -2.099 -0.928
26 H -0.219 -1.420 -1.418
27 H 0.335 0.465 -0.276
28 H 0.435 -0.457 1.223
29 H 4.001 1.582 -0.414
30 H 4.324 1.974 1.299
31 H 4.794 0.416 0.666
32 C 5.899 -3.414 0.833
33 C 6.226 -2.021 1.314
34 O 6.403 -1.094 0.539
35 N 6.310 -1.825 2.655
36 C 6.123 -2.793 3.720
37 H 5.866 -3.401 -0.252
38 H 6.663 -4.123 1.154
39 H 4.929 -3.735 1.212
40 H 6.528 -0.875 2.909
41 H 5.303 -2.482 4.369
42 H 7.031 -2.869 4.321
43 H 5.892 -3.771 3.313
44 C -3.249 4.574 -3.977
45 C -3.777 3.439 -3.133
46 O -3.066 2.513 -2.777
47 N -5.088 3.480 -2.778
48 C -6.077 4.491 -3.102
49 H -2.197 4.395 -4.173
50 H -3.781 4.629 -4.928
51 H -3.353 5.526 -3.454
52 H -5.380 2.692 -2.222
53 H -6.478 4.930 -2.188
54 H -6.901 4.044 -3.660
55 H -5.638 5.279 -3.703

Cartesian forces (eV/Å) of the 2 atoms listed first:
-0.09 0.10 -0.30
0.11 0.21 0.53

Results
SMILES   CCSC[PH3]CCCOC(C)=O.CNC(C)=O.CNC(C)=O
Multiplicity   1

2.
Formula: C25H22N3
Source: the Open Molecules 2025 dataset
Level of theory: ωB97M-V/def2-TZVPD

Element x y z (Å)
1 C 1.023 0.362 5.361
2 N 1.389 -0.266 4.093
3 C 0.954 -1.485 3.662
4 C 1.537 -1.791 2.422
5 C 1.411 -3.017 1.735
6 C 1.926 -3.323 0.426
7 C 1.808 -2.442 -0.675
8 C 2.388 -2.750 -1.884
9 C 3.082 -3.938 -2.050
10 C 3.165 -4.843 -1.005
11 C 2.582 -4.553 0.204
12 C 2.414 -0.679 2.108
13 C 3.333 -0.459 1.077
14 C 4.070 0.702 1.072
15 C 3.917 1.651 2.086
16 C 3.045 1.434 3.129
17 C 2.294 0.258 3.148
18 H 1.522 1.319 5.484
19 H -0.052 0.526 5.400
20 H 1.302 -0.281 6.192
21 H 0.271 -2.109 4.212
22 H 1.012 -3.838 2.308
23 H 1.214 -1.549 -0.573
24 H 2.294 -2.070 -2.716
25 H 3.555 -4.163 -2.993
26 H 3.704 -5.768 -1.133
27 H 2.643 -5.255 1.018
28 H 3.470 -1.197 0.310
29 H 4.781 0.878 0.280
30 H 4.496 2.560 2.051
31 H 2.943 2.150 3.923
32 C -6.751 -0.243 1.344
33 C -5.713 0.535 1.816
34 C -4.516 0.584 1.133
35 C -4.339 -0.147 -0.034
36 N -3.081 -0.103 -0.745
37 C -1.802 -0.106 -0.200
38 N -0.878 -0.064 -1.127
39 C -1.529 -0.023 -2.307
40 C -2.885 -0.050 -2.107
41 C -5.391 -0.923 -0.501
42 C -6.587 -0.970 0.183
43 H -7.687 -0.280 1.880
44 H -5.836 1.105 2.722
45 H -3.708 1.200 1.487
46 H -1.589 -0.158 0.858
47 H -1.019 0.034 -3.258
48 H -3.669 0.000 -2.843
49 H -5.252 -1.499 -1.399
50 H -7.397 -1.573 -0.193

Cartesian forces (eV/Å) of the 2 atoms listed first:
-0.22 -0.08 0.16
-0.64 -1.61 -0.51

Results
Energy above the lowest of the compared OMol25 structures with the same formula, charge and spin   0.0000 eV
Charge   +1
Multiplicity   1

3.
Formula: C24H25F3I2P
Source: the Open Molecules 2025 dataset
Level of theory: ωB97M-V/def2-TZVPD

Element x y z (Å)
1 C 0.009 -0.723 2.399
2 C -1.008 -0.716 1.297
3 I -0.125 -0.193 -0.551
4 C -2.306 -1.015 1.468
5 I -3.624 -0.830 -0.289
6 C -2.809 -1.458 2.732
7 P -4.502 -1.342 3.257
8 C -5.094 0.358 2.898
9 C -5.602 -2.507 2.294
10 H 0.664 0.149 2.333
11 H -0.524 -0.691 3.350
12 H 0.617 -1.631 2.385
13 H -2.513 -2.507 2.843
14 H -6.181 0.397 2.849
15 H -4.695 0.779 1.974
16 H -4.747 0.990 3.717
17 H -5.796 -3.365 2.938
18 H -5.104 -2.874 1.397
19 H -6.559 -2.055 2.025
20 F 3.411 -3.595 -5.700
21 C 3.540 -3.304 -4.384
22 C 4.699 -3.677 -3.735
23 C 4.831 -3.367 -2.388
24 C 3.812 -2.704 -1.718
25 C 2.654 -2.342 -2.395
26 C 2.513 -2.641 -3.743
27 H 5.478 -4.191 -4.278
28 H 5.737 -3.643 -1.865
29 H 3.917 -2.465 -0.669
30 H 1.859 -1.825 -1.871
31 H 1.623 -2.364 -4.292
32 F -6.980 2.694 2.058
33 C -6.729 3.694 2.916
34 C -6.710 3.420 4.270
35 C -6.445 4.458 5.151
36 C -6.213 5.742 4.678
37 C -6.240 5.989 3.312
38 C -6.496 4.960 2.418
39 H -6.893 2.412 4.614
40 H -6.418 4.259 6.214
41 H -6.008 6.547 5.371
42 H -6.059 6.989 2.939
43 H -6.513 5.126 1.349
44 F 7.574 -2.719 -4.481
45 C 7.690 -1.385 -4.304
46 C 6.546 -0.613 -4.333
47 C 6.671 0.755 -4.143
48 C 7.920 1.326 -3.936
49 C 9.052 0.524 -3.914
50 C 8.943 -0.848 -4.095
51 H 5.584 -1.080 -4.496
52 H 5.785 1.376 -4.154
53 H 8.009 2.394 -3.790
54 H 10.026 0.965 -3.754
55 H 9.809 -1.495 -4.074

Cartesian forces (eV/Å) of the 2 atoms listed first:
-0.18 0.24 0.21
0.06 0.16 -0.32

Results
Charge   -1
Multiplicity   1

Number 1: HOMO level -8.11 eV, lowest unoccupied orbital energy 0.706 eV, calculated total energy -46345.8127 eV. Number 2: HOMO level -10.85 eV, lowest unoccupied orbital energy -4.973 eV, calculated total energy -30745.8078 eV. Number 3: HOMO level -2.89 eV, lowest unoccupied orbital energy 2.231 eV, calculated total energy -58935.2998 eV.